The following is a DFT calculation (ωB97M-V/def2-TZVPD) of C35H39Cl40NO4Si as an isolated structure at a distorted geometry.

Last column: Löwdin charge in e.
Atoms and positions in Å:
C 5.72398 6.43066 0.58325  -0.120
C 6.80326 6.88524 -0.55364  -0.250
C 6.44919 6.27718 -1.99547  -0.234
C 7.53729 5.25855 -2.58944  -0.208
C 8.06331 4.14255 -1.55697  -0.199
C 7.25696 2.77487 -1.78096  -0.219
C 5.77595 2.76926 -1.14832  -0.135
C 4.86544 1.57699 -1.74795  -0.087
C 5.43503 0.44840 -2.41761  0.056
C 4.50552 -0.75292 -2.96562  -0.255
O 4.73221 -1.35212 -4.04989  0.040
C 3.23636 -1.08246 -2.02552  0.011
C 2.70723 -2.52190 -1.80902  -0.081
C 3.44850 -3.74748 -2.51587  -0.117
C 2.66451 -4.36394 -3.76870  -0.341
O 2.22813 -3.35016 -4.71556  -0.074
C 3.72277 -5.33346 -4.53709  -0.234
N 4.63945 -4.49245 -5.40367  -0.009
C 1.49164 -2.70397 -0.87257  0.042
C 0.83433 -1.46689 -0.18098  -0.141
C -0.39682 -1.78025 0.79874  -0.134
C -1.73618 -1.98735 -0.07296  -0.258
O -2.77356 -1.15195 0.50583  -0.265
Si -3.18908 0.20940 -0.48746  0.491
C -4.74679 -0.12908 -1.60288  -0.189
C -1.73199 0.93398 -1.50055  -0.187
C -3.72009 1.61974 0.74248  -0.207
C 1.37253 -0.01298 -0.40239  0.033
C 2.58912 0.17135 -1.32884  -0.023
C 3.25815 1.61498 -1.59305  -0.240
O 2.60543 2.67688 -1.70867  0.054
H 4.86988 7.20542 0.50877  0.086
H 5.32277 5.37809 0.39974  0.059
H 6.21876 6.48191 1.61582  0.009
H 6.78384 8.02376 -0.61739  0.092
H 7.85602 6.58418 -0.18151  0.101
H 6.40573 7.17928 -2.72822  0.049
H 5.39335 5.80916 -2.05189  0.110
H 7.01174 4.69309 -3.45203  0.114
H 8.43425 5.78580 -3.08550  0.085
H 9.16160 3.91449 -1.84009  0.113
H 8.08276 4.46992 -0.46496  0.103
H 7.11695 2.55365 -2.90741  0.113
H 7.85374 1.89594 -1.32280  0.117
H 5.23405 3.77583 -1.22707  0.093
H 5.86654 2.56139 -0.01295  0.121
H 6.55320 0.30343 -2.56971  0.115
H 3.54367 -4.58127 -1.72266  0.095
H 4.53706 -3.50177 -2.81219  0.116
H 1.77026 -4.99630 -3.44305  0.127
H 1.93499 -3.85317 -5.51586  0.104
H 3.16172 -6.12810 -5.14394  0.118
H 4.39559 -5.82044 -3.73818  0.066
H 5.40888 -4.15747 -4.79195  0.065
H 5.10250 -5.18435 -6.01938  0.066
H 1.07057 -3.74334 -0.64122  0.112
H -0.48986 -0.97767 1.61331  0.125
H -0.19244 -2.76543 1.36227  0.115
H -1.57576 -1.83575 -1.19686  0.109
H -2.07146 -3.08426 0.06622  0.127
H -4.57379 0.18435 -2.68819  0.041
H -4.97847 -1.26094 -1.63284  -0.014
H -5.66772 0.43560 -1.20778  0.016
H -1.14685 0.15248 -2.10422  0.044
H -2.15074 1.68091 -2.26906  0.055
H -1.06012 1.52858 -0.78689  0.037
H -2.94730 1.57071 1.59813  0.044
H -3.58325 2.63827 0.24858  0.040
H -4.77526 1.43807 1.15105  -0.007
H 0.87693 0.87714 0.10822  0.103
C -7.70364 2.68736 1.55428  -2.015
Cl -6.77524 3.21358 2.97418  0.528
Cl -7.88421 0.92203 1.58830  0.488
Cl -9.30868 3.44963 1.58006  0.517
Cl -6.84569 3.16291 0.07346  0.534
C -11.25125 -1.60267 3.09914  -2.010
Cl -11.26984 -2.59224 1.62096  0.500
Cl -10.06038 -2.26443 4.24318  0.502
Cl -10.80880 0.06694 2.68627  0.500
Cl -12.86577 -1.62123 3.84612  0.480
C -11.51477 -6.33218 3.90994  -1.997
Cl -10.12833 -6.54532 2.81888  0.518
Cl -11.03710 -6.76513 5.56512  0.504
Cl -12.04296 -4.63717 3.87037  0.466
Cl -12.84888 -7.38162 3.38454  0.523
C 6.52462 6.00773 5.16524  -1.986
Cl 5.07318 5.49249 4.28119  0.521
Cl 7.69575 6.69961 4.02299  0.534
Cl 6.07810 7.23221 6.37176  0.530
Cl 7.25634 4.60703 5.98433  0.473
C 4.77118 1.14308 4.77417  -2.005
Cl 5.73972 2.48226 5.43050  0.438
Cl 4.55492 1.37153 3.02499  0.504
Cl 5.60801 -0.39637 5.07129  0.516
Cl 3.18159 1.11581 5.56830  0.516
C 8.14225 8.87012 -5.15486  -2.018
Cl 6.40487 8.71391 -5.49090  0.522
Cl 9.01832 7.53454 -5.93244  0.517
Cl 8.73274 10.41839 -5.79521  0.518
Cl 8.41282 8.81280 -3.40021  0.545
C -7.72538 -3.11992 -2.86080  -2.024
Cl -8.76890 -4.54000 -2.63484  0.514
Cl -7.99350 -2.43948 -4.47952  0.518
Cl -8.11411 -1.89898 -1.63306  0.514
Cl -6.02327 -3.60322 -2.69560  0.523
C -15.81654 -0.26643 6.49278  -2.029
Cl -14.83346 1.07453 7.11790  0.516
Cl -16.07065 -0.05074 4.74677  0.504
Cl -14.97480 -1.80449 6.78520  0.503
Cl -17.38781 -0.28536 7.32119  0.516
C -7.01020 -7.50786 7.25376  -2.030
Cl -6.77055 -9.00933 6.33510  0.514
Cl -8.23647 -7.77278 8.51188  0.509
Cl -5.47760 -7.02650 8.01238  0.514
Cl -7.55725 -6.22346 6.15606  0.494
C 3.99372 -8.33940 -1.75048  -2.020
Cl 5.31162 -7.21959 -1.34189  0.525
Cl 4.04836 -9.74008 -0.65995  0.524
Cl 2.43328 -7.50864 -1.56986  0.526
Cl 4.18102 -8.88840 -3.42963  0.524

Cartesian forces, eV/Å:
C 0.47 0.93 -0.55
C -0.39 -0.54 0.60
C 0.34 0.89 -0.83
C -0.43 -0.41 -0.16
C 0.41 -0.63 -1.14
C -0.42 -0.29 0.25
C -0.32 -0.78 0.30
C 0.99 -1.90 -1.03
C -1.94 1.18 1.12
C -0.23 -0.50 -1.23
O -0.46 2.08 4.12
C -1.63 0.19 1.43
C -0.92 2.71 0.91
C -0.46 0.05 0.63
C 1.02 -0.60 -0.79
O -0.24 -1.40 0.57
C 0.25 0.46 1.13
N 0.12 -1.57 0.42
C 1.33 3.62 -0.44
C 2.29 -0.13 -1.19
C 1.06 -0.29 -0.77
C -0.06 -0.97 1.12
O 0.44 0.85 -2.20
Si -1.03 0.80 0.70
C -0.23 -0.74 -0.44
C 0.27 0.16 -0.56
C 0.81 -0.46 0.50
C 1.68 -3.10 -1.86
C -1.01 -2.63 0.49
C -0.50 0.82 -0.37
O 2.10 -3.50 0.71
H 1.13 -1.50 0.39
H 0.57 1.46 0.25
H -0.94 -0.05 -1.48
H 0.09 -1.49 0.15
H -1.61 0.43 -0.87
H -0.05 -1.66 1.14
H 1.72 0.66 0.43
H 0.90 0.89 1.26
H -1.42 -0.51 1.03
H -1.68 0.34 0.52
H -0.28 -0.41 -1.45
H 0.53 0.50 1.73
H -0.98 1.35 -0.73
H 0.76 -1.54 -0.21
H -0.19 0.33 -1.67
H -1.71 0.40 0.06
H -0.31 1.15 -1.26
H -1.96 0.00 0.40
H 1.13 0.86 -0.11
H 0.47 0.76 0.92
H 0.92 1.19 0.76
H -1.44 0.17 -1.03
H -0.79 -0.04 -0.62
H -0.24 0.68 0.31
H 0.76 1.70 -0.41
H -0.16 -1.00 -1.50
H -0.12 1.53 -0.94
H -0.08 0.01 1.60
H 0.46 1.67 -0.30
H -0.21 -0.32 1.42
H 0.22 1.83 0.11
H 1.38 -0.90 -0.53
H -0.59 1.27 1.00
H 0.49 -1.05 1.18
H -0.75 -0.96 -1.17
H -1.30 0.17 -1.05
H -0.52 -1.28 0.64
H 1.60 0.50 -0.54
H 0.88 -1.46 -0.80
C 0.10 0.02 -0.02
Cl -0.16 -0.09 -0.25
Cl 0.25 0.33 -0.09
Cl 0.22 -0.14 0.01
Cl -0.23 -0.01 0.20
C 0.06 0.06 -0.06
Cl 0.12 0.47 0.01
Cl 0.05 0.49 -0.18
Cl -0.28 -0.40 0.15
Cl 0.25 0.12 -0.12
C -0.07 0.05 0.03
Cl -0.19 0.05 0.17
Cl -0.11 0.05 -0.26
Cl -0.30 -1.11 0.27
Cl 0.22 0.15 0.07
C -0.14 0.08 -0.07
Cl 0.26 0.24 0.13
Cl -0.13 -0.13 0.24
Cl 0.10 -0.24 -0.20
Cl 0.60 1.18 0.18
C -0.01 -0.07 0.12
Cl -0.78 -1.27 -0.44
Cl 0.02 -0.02 0.24
Cl -0.14 0.21 -0.06
Cl 0.23 0.00 -0.14
C 0.00 0.01 -0.01
Cl 0.29 0.01 0.07
Cl -0.15 0.21 0.14
Cl -0.10 -0.26 0.10
Cl 0.07 0.13 -0.30
C -0.01 0.04 0.01
Cl 0.17 0.22 -0.03
Cl 0.06 -0.12 0.27
Cl 0.03 -0.18 -0.17
Cl -0.29 -0.01 -0.06
C -0.01 0.02 0.03
Cl -0.16 -0.24 -0.12
Cl 0.05 -0.05 0.29
Cl -0.15 0.25 -0.06
Cl 0.26 0.00 -0.14
C 0.02 0.03 -0.04
Cl -0.05 0.25 0.15
Cl 0.18 0.04 -0.20
Cl -0.25 -0.09 -0.12
Cl 0.15 -0.21 0.18
C 0.02 -0.06 -0.01
Cl -0.20 -0.17 -0.04
Cl -0.01 0.26 -0.19
Cl 0.23 -0.12 -0.03
Cl -0.03 0.07 0.29

## Properties
Energy above the lowest of the compared OMol25 structures with the same formula, charge and spin (eV): 5.805
Lowest unoccupied orbital energy (eV): -0.83
Maximum force (eV Å⁻¹): 4.63

---

The following is a DFT calculation (ωB97M-V/def2-TZVPD) of an isolated ion of composition C3H8Br2N and charge +1 at a distorted geometry.

Last column: natural (NBO) charge in e.
Atoms and positions in Å:
C 0.79145 0.83068 -0.53018  -0.412
C -0.11930 -1.16314 0.82234  -0.405
C -1.31968 1.04750 0.61567  -0.065
N -0.44898 0.10911 0.01909  -0.472
Br -3.42190 0.03855 0.46184  -0.034
Br -0.92977 1.50058 2.45547  0.192
H 1.47845 0.02184 -0.84449  0.242
H 0.56745 1.40105 -1.38384  0.242
H 1.20508 1.45101 0.30030  0.248
H -0.70828 -1.16914 1.76020  0.263
H -0.57010 -1.95253 0.22564  0.239
H 0.93942 -1.13698 0.92616  0.238
H -1.47380 1.97397 0.10688  0.240
H -0.73392 -0.41264 -0.86071  0.483

Cartesian forces, eV/Å:
C 1.19 -1.17 2.10
C -1.71 0.66 0.44
C -4.02 -0.60 1.66
N 1.89 -1.77 -2.45
Br 2.80 1.29 0.21
Br -0.08 -0.41 -1.03
H -0.15 0.58 0.34
H -0.73 0.85 -0.90
H -0.13 -0.56 -0.79
H 0.75 0.26 -0.39
H 0.69 -0.37 0.05
H 0.61 -0.62 0.39
H -0.04 0.15 -0.70
H -1.06 1.72 1.08

## Properties
Total charge: +1
Energy above the lowest of the compared OMol25 structures with the same formula, charge and spin (eV): 2.176
Lowest unoccupied orbital energy (eV): -5.36
Maximum force (eV Å⁻¹): 4.39
SMILES: C[NH+](C)C(Br)Br

---

no.,highest occupied orbital energy (eV),orbital gap (eV)
1,-8.71,7.88
2,-14.50,9.14